(1)
Formula: C34H36Cl5FeN6OSbSe
Source: OMol25
Level of theory: the ωB97M-V functional and the def2-TZVPD basis

Structure (XYZ):
```
85
Properties=species:S:1:pos:R:3:forces:R:3:lowdin_charge:R:1
Sb 1.959472 -0.089981 -0.453201 -0.35 -0.30 0.18 1.6006
Se -4.718225 -2.362606 2.672745 -0.06 0.06 -0.06 1.1352
Fe -0.704025 -0.745239 -0.194497 0.70 0.64 -0.09 0.3115
Cl -2.527711 -2.421782 -6.344903 0.01 0.00 -0.02 0.6709
Cl -3.126364 -4.249622 -3.898608 0.00 -0.02 0.01 0.6679
Cl 0.273637 0.913444 -3.194031 -0.05 -0.13 -0.06 0.7026
Cl -2.051115 -3.517910 -1.100733 -0.09 0.01 -0.12 0.7071
Cl -0.799828 0.139634 -5.966677 0.00 0.01 0.01 0.6683
O -0.846182 1.301387 -0.359533 -0.34 -0.29 0.07 -0.1876
N -3.322496 -2.022957 1.639355 -0.04 0.00 0.03 -0.2125
N -5.792662 -1.204853 1.858081 0.07 -0.07 0.07 -0.2241
N -0.830940 -0.176436 1.689678 -0.05 0.20 -0.08 -0.0393
N -2.855480 -0.608448 -0.180852 0.30 -0.15 0.18 0.0707
N 0.133908 -2.481571 1.030367 -0.76 -0.10 -0.26 0.0523
N -1.230024 1.119715 1.912117 0.10 -0.16 0.00 0.1102
C 2.223202 2.728834 0.644670 0.00 0.00 0.05 -0.1392
C -2.152827 5.226964 2.016090 0.00 0.01 0.00 -0.0820
C 4.691524 -0.033882 1.080862 0.03 0.06 -0.02 -0.1355
C -1.918475 -2.008402 -4.788951 -0.03 -0.05 0.07 -0.7171
C -1.182759 1.784068 0.769053 0.03 0.23 -0.03 -0.4663
C -2.033861 5.264118 -0.384601 0.01 0.00 -0.01 -0.0794
C -5.075485 -0.656675 0.901954 -0.08 0.07 -0.05 -0.3840
C -1.688090 -2.450086 -2.443407 0.04 -0.12 0.12 -0.6596
C -0.289104 -3.413318 3.188753 0.10 -0.06 -0.02 -0.0065
C -1.797659 3.887911 2.016815 -0.02 -0.04 -0.01 -0.0302
C 3.425531 2.503543 -1.553977 0.04 -0.02 0.01 -0.1373
C -2.184843 -2.821401 -3.688563 0.06 0.07 -0.10 -0.7125
C -2.273648 5.916832 0.815821 0.00 0.00 0.02 -0.0907
C 0.616320 -3.655462 0.639054 0.10 -0.01 0.02 -0.1564
C -0.694491 -0.546278 -3.328724 0.18 0.22 0.03 -0.6717
C 3.190060 -1.264147 -1.814532 0.04 -0.06 -0.13 -0.5383
C 2.244976 2.034862 -0.715944 -0.01 0.17 0.00 -0.5646
C 2.346740 -2.141742 -2.739032 -0.04 -0.01 0.04 -0.1556
C -1.068519 -0.648070 4.089843 -0.07 0.04 0.01 -0.0171
C -0.762843 -0.995325 2.673040 0.15 -0.23 -0.08 -0.3120
C -1.559128 3.229143 0.813242 0.02 -0.06 -0.01 -0.1455
C 2.689139 -0.175806 2.594109 -0.02 0.00 0.04 -0.1354
C -0.937677 -1.299210 -2.183414 -0.14 -0.11 0.22 -0.2664
C -1.155016 -0.861420 -4.607661 0.00 -0.04 -0.02 -0.7123
C -3.707771 -1.106029 0.783219 0.11 -0.02 -0.05 -0.4301
C 3.257465 -0.544851 1.225198 0.07 -0.05 0.13 -0.5534
C -0.304757 -2.351156 2.293259 0.09 0.30 0.09 -0.2400
C -1.674202 3.924546 -0.386156 0.03 0.02 -0.02 -0.0233
C 4.254992 -0.552018 -2.640917 0.00 0.06 -0.04 -0.1466
C 0.202430 -4.637157 2.764530 -0.02 0.04 0.02 -0.0471
C -5.558778 0.329692 -0.016427 -0.01 -0.05 0.05 0.0128
C 0.680146 -4.761723 1.469855 0.05 0.03 -0.01 -0.0477
C -4.700071 0.766567 -0.959730 0.16 -0.07 -0.01 -0.0076
C -3.352040 0.263538 -1.005697 -0.27 0.04 -0.07 -0.0720
H 3.395059 2.110800 -2.569269 -0.01 0.00 0.00 0.0536
H 2.123457 3.809457 0.504098 0.01 0.00 -0.01 0.0846
H 4.774304 0.992518 1.445627 -0.02 0.01 -0.06 0.0683
H 0.216998 -5.482646 3.440016 0.00 0.00 0.00 0.1107
H -0.332079 -1.082539 4.766698 0.01 0.00 0.00 0.0820
H -6.577616 0.681484 0.069267 0.00 0.02 -0.01 0.1217
H 3.417032 3.596087 -1.623249 -0.01 0.01 0.01 0.0793
H -2.334199 5.736051 2.954056 0.00 0.00 0.00 0.1007
H -1.080745 0.431436 4.209121 0.00 0.00 -0.02 0.0707
H 3.420059 -0.401559 3.377990 0.00 -0.02 0.00 0.0796
H -2.054008 -1.031334 4.372691 0.01 -0.01 0.01 0.0753
H 1.495429 -2.603318 -2.235960 0.02 0.01 0.00 0.0367
H 5.378922 -0.640537 1.678066 -0.01 0.03 0.05 0.0775
H 1.947275 -1.560345 -3.571385 -0.03 0.03 0.00 0.0635
H -1.469154 3.402760 -1.312236 -0.01 0.00 0.00 0.1102
H 1.782022 -0.735153 2.820213 0.00 0.01 -0.02 0.0444
H 3.275969 -1.640170 1.169466 0.02 0.01 -0.05 0.0694
H 0.963748 -3.708381 -0.386113 -0.06 -0.01 -0.01 0.1000
H 1.080729 -5.694163 1.098686 0.00 0.00 0.01 0.1083
H 4.933939 0.065879 -2.054263 -0.03 -0.01 0.01 0.0485
H 3.685155 -1.921579 -1.090620 0.04 0.04 0.00 0.0737
H 2.966657 -2.937730 -3.162803 0.00 0.01 -0.02 0.0816
H 2.449205 0.885227 2.673966 0.02 -0.01 0.00 0.0594
H -0.658232 -3.283398 4.195899 0.00 0.01 0.00 0.1103
H 5.058396 -0.046333 0.053806 -0.01 -0.06 0.02 0.0442
H 4.381120 2.215516 -1.109492 -0.01 0.00 0.00 0.0669
H -2.685793 0.644772 -1.768747 0.06 -0.02 0.04 0.1141
H 4.858856 -1.290354 -3.178003 0.00 -0.01 0.01 0.0796
H 3.144430 2.556014 1.205705 -0.01 -0.01 -0.03 0.0612
H 1.315873 2.300387 -1.222167 0.03 0.00 -0.01 0.0192
H -2.122757 5.799977 -1.321011 0.00 0.00 0.00 0.1018
H -2.551682 6.963104 0.817815 0.00 0.00 0.00 0.1001
H 3.790541 0.086466 -3.394667 0.00 0.00 0.00 0.0674
H -4.982274 1.508170 -1.693458 -0.04 0.00 0.00 0.1134
H -1.703436 3.336552 2.941991 0.00 0.00 0.00 0.1042
H 1.384355 2.407647 1.267321 0.01 -0.01 -0.02 0.0547
```
Positions in Å, forces in eV/Å.

Values from the calculation:
- Frontier orbital gap (spin up / spin down): 6.5 / 6.5 eV
- M: 978.53 g/mol
- Calculated total energy: -7927.303539 a.u.
- Energy above the lowest of the compared OMol25 structures with the same formula, charge and spin: 0.0 kcal/mol

(2)
Formula: C2H6NS
Source: OMol25
Level of theory: the ωB97M-V functional and the def2-TZVPD basis

Structure (XYZ):
```
10
Properties=species:S:1:pos:R:3:forces:R:3:lowdin_charge:R:1
S 0.315720 -1.013333 -1.091083 0.06 -0.03 0.11 0.0638
N -1.323439 2.456681 0.757558 -1.02 -0.80 0.20 -0.0291
C 1.291282 -1.984247 0.113895 0.14 0.01 -0.37 -0.7345
C -1.363504 1.906765 -0.390137 0.52 0.20 0.11 -0.1949
H 1.002428 -1.804134 1.152450 -0.11 -0.05 -0.01 -0.0229
H -0.577229 1.209342 -0.711341 -0.58 -0.35 -0.02 -0.0858
H 2.356675 -1.748031 0.028505 0.00 0.00 0.04 -0.0271
H -0.698396 1.879576 1.327756 0.71 0.66 -0.15 0.0169
H -2.185367 2.144175 -1.070847 0.25 0.43 -0.15 0.0443
H 1.181829 -3.046798 -0.116752 0.01 -0.07 0.23 -0.0307
```
Positions in Å, forces in eV/Å.

Values from the calculation:
- Frontier orbital gap: 6.8 eV
- M: 76.14 g/mol
- Calculated total energy: -532.730781 a.u.
- Energy above the lowest of the compared OMol25 structures with the same formula, charge and spin: 25.3 kcal/mol
- Charge: -1

(3)
Formula: C4H9NO
Source: OMol25
Level of theory: the ωB97M-V functional and the def2-TZVPD basis

Structure (XYZ):
```
15
Properties=species:S:1:pos:R:3:forces:R:3:lowdin_charge:R:1
O 0.422632 6.065345 3.007674 0.01 -1.68 -3.28 -0.0227
N 0.638879 4.570413 1.159921 -0.77 0.24 1.14 0.0959
C -0.254795 -2.950270 -0.019915 -0.43 0.08 -1.50 -0.0864
C 0.708074 5.760207 1.825053 0.68 2.69 2.36 -0.3973
C -0.831327 -4.385412 -2.188175 0.39 -2.01 0.11 -0.0541
C -0.572307 -3.258449 -1.610928 0.66 3.52 2.60 -0.2152
H -0.565368 -2.342868 -2.215046 -0.71 -0.02 0.45 0.0772
H 1.484932 4.340148 0.660763 -0.30 -0.23 -0.21 0.0961
H 0.625312 -3.409061 0.430449 0.43 0.08 -0.60 0.0473
H 1.135759 6.584383 1.190172 -0.15 -0.63 0.22 0.1258
H -1.332269 -4.531008 -3.150173 0.78 0.13 0.21 0.0624
H 0.168741 3.869010 1.721938 0.53 -0.38 -0.24 0.1023
H -0.386122 -5.192730 -1.614748 -1.07 -0.93 -0.20 0.0583
H -0.214237 -1.845791 0.107292 0.25 -0.76 -0.20 0.0550
H -1.027904 -3.273917 0.695724 -0.32 -0.09 -0.86 0.0556
```
Positions in Å, forces in eV/Å.

Values from the calculation:
- Frontier orbital gap: 10.5 eV
- M: 87.12 g/mol
- Calculated total energy: -287.735958 a.u.
- Energy above the lowest of the compared OMol25 structures with the same formula, charge and spin: 60.6 kcal/mol
- SMILES string: C=CC.NC=O